Computed, not measured: a structure of composition C15H19BBaF5O15, with the ωB97M-V functional and the def2-TZVPD basis.

## Properties
total charge	0
Kohn-Sham gap (spin up / spin down)	0.172 / 0.387	hartree
2S+1	2
highest occupied orbital energy (spin up / spin down)	-5.01 / -10.97	eV
total energy	-61529.5060	eV
E_LUMO (spin up / spin down)	-0.318 / -0.437	eV

Each line ends with the Mulliken spin population.
Positions of all 56 atoms, in Å:
1 Ba -1.031 -0.274 4.100  1.482
2 B 0.653 -0.086 1.942  -0.645
3 H 1.069 -0.769 2.666  0.067
4 H 0.571 0.854 2.466  0.072
5 H 1.307 -0.082 1.084  0.011
6 H -0.307 -0.468 1.632  0.107
7 C -3.878 2.754 -0.497  0.001
8 C -4.264 1.313 -0.903  0.002
9 O -4.158 0.697 0.385  0.003
10 C -3.281 1.361 1.142  -0.054
11 O -2.704 1.009 2.129  -0.091
12 O -2.894 2.491 0.465  -0.005
13 F -3.469 0.865 -1.874  0.000
14 H -4.714 3.250 -0.004  0.000
15 H -3.432 3.415 -1.240  0.000
16 H -5.265 1.398 -1.324  0.001
17 C 1.510 -0.867 -1.764  0.000
18 C 0.402 0.115 -2.352  0.000
19 O 1.054 0.465 -3.536  0.000
20 C 2.408 0.238 -3.454  0.000
21 O 3.192 0.503 -4.316  0.000
22 O 2.666 -0.359 -2.312  0.000
23 F 0.296 1.124 -1.495  0.001
24 H 1.360 -1.890 -2.109  0.000
25 H 1.423 -0.933 -0.680  0.003
26 H -0.574 -0.365 -2.420  0.000
27 C 0.816 3.182 0.592  0.005
28 C 1.675 3.251 1.884  0.007
29 O 0.785 4.140 2.663  -0.007
30 C 0.049 4.898 1.876  -0.008
31 O -0.583 5.924 2.206  0.000
32 O -0.043 4.334 0.658  0.001
33 F 2.877 3.832 1.667  0.001
34 H 0.229 2.267 0.661  0.003
35 H 1.440 3.186 -0.301  -0.001
36 H 1.797 2.265 2.333  0.013
37 C -2.422 -1.716 -0.247  -0.001
38 C -1.253 -2.739 -0.241  0.039
39 O -1.062 -3.001 -1.609  0.002
40 C -2.015 -2.500 -2.381  0.002
41 O -1.998 -2.506 -3.612  0.000
42 O -2.937 -1.900 -1.583  0.005
43 F -1.746 -3.825 0.402  0.002
44 H -1.905 -0.767 -0.105  -0.005
45 H -3.197 -1.811 0.514  -0.007
46 H -0.352 -2.378 0.256  -0.012
47 C 3.602 -2.225 1.184  0.010
48 C 3.661 -2.931 -0.158  -0.002
49 O 2.486 -3.639 -0.190  -0.001
50 C 2.059 -3.844 1.051  -0.001
51 O 1.097 -4.534 1.404  0.000
52 O 2.876 -3.153 1.907  0.002
53 F 4.658 -3.865 -0.156  0.000
54 H 3.139 -1.258 0.989  -0.001
55 H 4.586 -2.144 1.647  0.001
56 H 3.741 -2.299 -1.043  0.000

=====

Computed, not measured: a cluster of 9 separate species, C5H26NO9 in total, with the ωB97M-V functional and the def2-TZVPD basis.

## Properties
total charge	+1
Kohn-Sham gap	0.377	hartree
2S+1	1
highest occupied orbital energy	-12.72	eV
total energy	-25518.4821	eV
energy above the lowest of the compared OMol25 structures with the same formula, charge and spin	1.2580	eV
E_LUMO	-2.453	eV

Each line ends with the Mulliken charge.
Positions of all 41 atoms, in Å:
1 O -1.474 2.769 0.993  -0.412
2 C -1.216 3.380 -0.017  -0.106
3 C -0.945 2.620 -1.293  -0.255
4 C 0.469 2.019 -1.255  -0.919
5 C 0.795 1.338 0.044  -0.525
6 C 0.249 0.179 0.363  -0.096
7 N 0.399 -0.442 1.667  0.184
8 H -1.070 4.471 0.031  0.389
9 H -1.637 1.783 -1.371  0.013
10 H -1.046 3.315 -2.128  0.411
11 H 0.604 1.401 -2.139  -0.015
12 H 1.203 2.823 -1.342  0.412
13 H 1.388 1.849 0.793  0.557
14 H -0.287 -0.450 -0.333  0.342
15 H 1.376 -0.689 1.887  0.406
16 H -0.183 -1.278 1.828  0.369
17 H -0.052 0.159 2.387  0.317
18 H -0.650 2.298 3.256  0.305
19 H -2.033 1.560 3.431  0.317
20 O -1.077 1.461 3.453  -0.679
21 H 3.082 -0.789 -4.121  0.310
22 H 1.818 0.119 -4.031  0.296
23 O 2.375 -0.486 -3.536  -0.596
24 H -3.489 -1.432 -3.364  0.309
25 H -3.347 -0.316 -2.343  0.315
26 O -3.174 -1.256 -2.462  -0.612
27 H 1.327 -3.480 0.228  0.269
28 H 0.657 -2.436 -0.760  0.305
29 O 1.187 -2.541 0.035  -0.564
30 H 3.321 0.697 0.955  0.291
31 H 4.018 -0.594 1.355  0.316
32 O 3.185 -0.120 1.462  -0.641
33 H -1.685 -2.760 2.888  0.321
34 H -2.327 -2.954 1.490  0.364
35 O -1.924 -2.286 2.085  -0.676
36 H 3.286 -0.851 -0.864  0.362
37 H 4.216 -0.553 -2.066  0.272
38 O 4.148 -0.494 -1.113  -0.612
39 H -3.049 -2.952 -0.983  0.308
40 H -4.092 -2.869 0.056  0.325
41 O -3.229 -3.280 -0.088  -0.676

=====

Computed, not measured: a structure of composition C48H59FeN2O4, with the ωB97M-V functional and the def2-TZVPD basis.

## Properties
total charge	+1
Kohn-Sham gap (spin up / spin down)	0.166 / 0.250	hartree
2S+1	5
highest occupied orbital energy (spin up / spin down)	-7.46 / -9.57	eV
total energy	-96261.0986	eV
energy above the lowest of the compared OMol25 structures with the same formula, charge and spin	16.8543	eV
E_LUMO (spin up / spin down)	-2.956 / -2.768	eV

Each line ends with the Mulliken spin population.
Positions of all 114 atoms, in Å:
1 C -3.641 -8.655 1.089  0.003
2 O -4.793 -7.848 1.401  -0.002
3 C -4.713 -6.462 1.130  0.012
4 C -4.096 -5.604 2.047  0.152
5 C -3.891 -4.167 1.765  0.034
6 C -4.876 -3.701 0.764  0.103
7 C -5.511 -4.563 -0.107  0.036
8 C -5.477 -5.939 0.074  0.201
9 Fe -6.063 -4.944 1.921  2.286
10 C -6.044 -4.003 3.399  0.009
11 O -6.049 -3.335 4.442  -0.062
12 C -6.829 -6.374 2.821  0.091
13 O -7.351 -7.229 3.402  -0.037
14 C -7.651 -4.383 1.396  0.057
15 O -8.706 -4.001 1.014  -0.038
16 H -3.810 -9.672 1.480  0.001
17 H -3.513 -8.694 -0.007  0.000
18 H -2.746 -8.212 1.560  0.000
19 H -3.526 -6.047 2.839  -0.001
20 H -3.952 -3.577 2.692  0.065
21 H -2.869 -3.970 1.414  0.085
22 H -4.938 -2.639 0.585  -0.017
23 H -6.115 -4.170 -0.914  0.009
24 H -6.041 -6.614 -0.542  0.007
25 C -0.502 -0.283 1.027  0.047
26 C 0.325 -1.031 2.103  -0.026
27 C 0.062 -0.437 3.504  0.003
28 C -0.268 -2.436 2.024  0.017
29 C 1.859 -1.123 1.879  0.005
30 C 2.638 -1.553 2.971  0.000
31 C 4.029 -1.716 2.837  0.001
32 C 4.634 -1.471 1.596  0.000
33 C 3.881 -1.024 0.493  0.011
34 C 4.704 -0.779 -0.804  -0.001
35 C 4.005 0.267 -1.689  -0.009
36 C 4.800 -2.008 -1.649  -0.001
37 C 6.054 -0.146 -0.499  0.001
38 C 2.453 -0.968 0.607  0.012
39 N 1.518 -0.451 -0.440  -0.007
40 C 1.245 0.961 -0.305  0.247
41 C 0.594 2.077 1.363  0.493
42 C -0.184 3.313 1.131  -0.067
43 C -1.279 3.446 0.253  0.035
44 C -1.830 4.723 0.116  -0.007
45 C -1.313 5.807 0.843  0.007
46 C -0.263 5.620 1.748  0.004
47 C 0.284 4.368 1.925  0.030
48 N 0.906 1.449 -1.698  -0.014
49 C 0.834 2.842 -1.922  0.005
50 C 1.813 3.630 -1.252  -0.004
51 C 2.865 3.055 -0.313  0.000
52 C 3.453 4.008 0.687  0.005
53 C 4.110 2.653 -1.158  -0.006
54 C 2.279 1.917 0.501  0.058
55 C 1.870 5.004 -1.458  -0.002
56 C 0.942 5.648 -2.271  0.006
57 C -0.045 4.899 -2.916  -0.003
58 C -0.135 3.509 -2.743  0.007
59 C -1.318 2.821 -3.471  0.000
60 C -2.658 3.491 -3.089  0.000
61 C -1.440 1.336 -3.139  0.002
62 C -1.113 2.984 -4.992  0.001
63 C 1.334 0.425 -2.575  0.056
64 C 1.673 -0.691 -1.882  -0.009
65 H -0.556 -0.846 0.087  0.010
66 H -1.457 0.038 1.441  0.001
67 H -0.031 0.863 0.545  0.090
68 H 0.194 -1.211 4.269  0.000
69 H 0.744 0.381 3.759  -0.004
70 H -0.965 -0.074 3.578  0.000
71 H 0.144 -3.082 2.795  -0.002
72 H -1.355 -2.382 2.145  0.001
73 H -0.054 -2.885 1.050  -0.002
74 H 2.202 -1.746 3.973  0.000
75 H 4.635 -2.019 3.700  0.000
76 H 5.737 -1.612 1.540  0.000
77 H 3.813 0.926 -0.779  0.006
78 H 4.654 0.406 -2.612  0.000
79 H 3.086 -0.054 -2.257  0.008
80 H 5.458 -2.684 -1.130  0.000
81 H 3.828 -2.489 -1.790  0.000
82 H 5.220 -1.764 -2.626  0.000
83 H 6.690 -0.932 -0.135  0.000
84 H 6.497 0.278 -1.404  0.000
85 H 5.985 0.636 0.263  0.000
86 H 0.415 1.496 2.266  0.012
87 H -1.679 2.586 -0.305  0.008
88 H -2.658 4.886 -0.575  0.000
89 H -1.735 6.813 0.706  0.000
90 H 0.143 6.439 2.326  0.001
91 H 1.086 4.163 2.640  0.005
92 H 2.661 4.529 1.197  0.002
93 H 4.068 3.469 1.418  -0.003
94 H 4.098 4.709 0.173  0.000
95 H 3.954 1.855 -2.075  0.001
96 H 4.310 3.376 -1.946  0.001
97 H 5.032 2.446 -0.570  -0.001
98 H 2.359 0.832 -0.386  0.027
99 H 2.960 1.313 1.102  -0.016
100 H 1.712 2.449 1.565  -0.038
101 H 2.637 5.620 -0.970  0.000
102 H 0.988 6.734 -2.405  0.000
103 H -0.765 5.433 -3.557  0.000
104 H -2.647 4.572 -3.266  0.000
105 H -3.465 3.055 -3.688  0.000
106 H -2.886 3.317 -2.033  0.000
107 H -0.595 0.782 -3.548  -0.001
108 H -1.485 1.182 -2.060  -0.001
109 H -2.358 0.939 -3.577  0.000
110 H -0.143 2.569 -5.288  0.000
111 H -1.899 2.446 -5.532  0.000
112 H -1.143 4.039 -5.289  0.000
113 H 1.404 0.559 -3.589  0.002
114 H 1.543 -1.691 -2.154  0.000

=====

Computed, not measured: a structure of composition C26H23BrN3O5PPt, with the ωB97M-V functional and the def2-TZVPD basis.

## Properties
total charge	0
Kohn-Sham gap (spin up / spin down)	0.245 / 0.249	hartree
2S+1	5
highest occupied orbital energy (spin up / spin down)	-6.62 / -9.35	eV
total energy	-124616.3979	eV
energy above the lowest of the compared OMol25 structures with the same formula, charge and spin	0.0000	eV
E_LUMO (spin up / spin down)	0.058 / -2.579	eV

Each line ends with the Mulliken spin population.
Positions of all 60 atoms, in Å:
1 Pt 0.622 -1.423 -0.125  1.678
2 C -1.306 4.738 4.315  0.050
3 C -0.647 4.765 3.096  -0.015
4 C -0.489 3.600 2.356  0.061
5 C -0.992 2.388 2.832  0.032
6 C -1.681 2.380 4.051  0.121
7 C -1.821 3.539 4.794  -0.007
8 P -1.001 0.822 1.842  0.589
9 C -0.283 1.379 0.264  0.093
10 C 1.040 1.061 -0.097  -0.080
11 C 1.511 1.369 -1.381  0.136
12 C 0.672 1.972 -2.301  -0.037
13 C -0.628 2.303 -1.937  0.089
14 C -1.104 1.999 -0.670  -0.002
15 C 0.263 -0.206 2.641  -0.039
16 C 0.766 0.077 3.907  0.006
17 C 1.678 -0.782 4.511  0.016
18 C 2.106 -1.921 3.854  0.017
19 C 1.645 -2.195 2.569  -0.029
20 C 0.751 -1.330 1.950  0.412
21 H -1.426 5.648 4.888  0.004
22 H -0.245 5.697 2.718  -0.001
23 H 0.040 3.638 1.414  0.018
24 H -2.118 1.455 4.412  0.013
25 H -2.345 3.512 5.740  -0.001
26 H 1.764 0.790 0.663  -0.036
27 H 2.531 1.116 -1.639  0.009
28 H 1.030 2.192 -3.298  0.000
29 H -1.287 2.772 -2.655  0.001
30 H -2.133 2.225 -0.418  -0.005
31 H 0.448 0.963 4.436  0.008
32 H 2.051 -0.555 5.502  0.001
33 H 2.814 -2.591 4.324  0.004
34 H 2.022 -3.064 2.043  0.014
35 N 0.851 -3.711 -0.317  0.173
36 N 2.237 -3.934 -0.352  0.000
37 C 3.087 -2.901 -0.808  -0.005
38 O 4.221 -3.185 -1.113  0.035
39 O 2.572 -1.697 -0.840  0.260
40 H 0.422 -4.199 0.460  -0.019
41 H 0.380 -3.922 -1.194  -0.016
42 H 2.545 -4.855 -0.629  0.003
43 C -3.142 -0.398 0.674  0.035
44 O -1.808 -0.588 1.141  0.186
45 H -3.149 -0.039 -0.352  0.001
46 H -3.678 0.304 1.320  -0.020
47 H -3.648 -1.362 0.721  0.000
48 Br 2.375 -2.472 -6.617  0.000
49 C 0.729 -1.827 -5.953  -0.002
50 C -0.262 -1.430 -6.838  0.000
51 N -1.439 -0.960 -6.435  0.001
52 C -1.652 -0.868 -5.126  0.004
53 C -0.722 -1.257 -4.169  0.010
54 C 0.503 -1.751 -4.593  -0.001
55 C -1.040 -1.096 -2.710  0.019
56 O -1.893 -0.320 -2.339  0.015
57 O -0.285 -1.845 -1.944  0.198
58 H -0.097 -1.494 -7.907  0.000
59 H -2.608 -0.472 -4.808  0.000
60 H 1.253 -2.054 -3.875  0.002

=====

Computed, not measured: a structure of composition C14H25Cl2O3PV, with the ωB97M-V functional and the def2-TZVPD basis.

## Properties
total charge	+3
Kohn-Sham gap (spin up / spin down)	0.288 / 0.317	hartree
2S+1	3
highest occupied orbital energy (spin up / spin down)	-20.41 / -20.37	eV
total energy	-81059.9169	eV
E_LUMO (spin up / spin down)	-12.573 / -11.760	eV

Each line ends with the Mulliken spin population.
Positions of all 46 atoms, in Å:
1 V -0.101 0.272 -0.522  2.225
2 C -2.717 2.629 -2.468  -0.005
3 C -3.123 2.015 -1.129  0.014
4 C -4.023 0.792 -1.301  0.002
5 C -1.936 1.767 -0.209  -0.071
6 C -1.981 0.792 0.812  -0.028
7 C -0.935 0.645 1.729  0.013
8 C 0.206 1.484 1.694  -0.003
9 C 1.185 1.514 2.820  0.005
10 C 0.320 2.353 0.592  -0.077
11 C -0.727 2.498 -0.330  0.095
12 H -3.600 2.742 -3.094  0.000
13 H -2.020 1.984 -3.017  0.002
14 H -2.273 3.619 -2.373  0.000
15 H -3.688 2.767 -0.558  -0.003
16 H -3.475 -0.077 -1.676  0.002
17 H -4.793 1.016 -2.036  0.000
18 H -4.540 0.509 -0.385  0.000
19 H -2.846 0.147 0.897  -0.007
20 H -1.023 -0.101 2.509  0.003
21 H 0.806 2.263 3.525  -0.004
22 H 2.175 1.829 2.499  0.000
23 H 1.245 0.562 3.341  -0.001
24 H 1.209 2.963 0.475  -0.012
25 H -0.607 3.197 -1.148  0.000
26 Cl -0.988 -1.592 -1.759  -0.007
27 C 0.051 -1.073 -3.160  0.018
28 Cl 0.944 0.433 -2.626  -0.012
29 H -0.600 -0.789 -3.980  -0.002
30 H 0.782 -1.844 -3.373  0.002
31 C 1.869 -3.608 -0.751  -0.002
32 O 2.107 -2.171 -0.508  -0.012
33 P 1.512 -1.245 0.600  -0.142
34 O 2.709 -0.574 1.318  -0.007
35 C 4.096 -0.386 0.833  0.001
36 O 0.689 -2.032 1.654  0.015
37 C 1.264 -2.968 2.665  -0.003
38 H 2.777 -4.131 -0.467  -0.001
39 H 1.691 -3.724 -1.814  0.000
40 H 1.015 -3.939 -0.167  0.001
41 H 4.647 -0.031 1.695  -0.001
42 H 4.091 0.358 0.042  -0.001
43 H 4.476 -1.341 0.488  0.000
44 H 0.408 -3.461 3.108  0.000
45 H 1.812 -2.377 3.391  -0.001
46 H 1.909 -3.684 2.164  0.000

=====

Computed, not measured: a cluster of 2 separate species, C3H10NS in total, with the ωB97M-V functional and the def2-TZVPD basis.

## Properties
total charge	+1
Kohn-Sham gap	0.304	hartree
2S+1	1
highest occupied orbital energy	-14.21	eV
total energy	-15590.0286	eV
energy above the lowest of the compared OMol25 structures with the same formula, charge and spin	2.0731	eV
E_LUMO	-5.929	eV

Each line ends with the Mulliken charge.
Positions of all 15 atoms, in Å:
1 C -1.191 0.462 0.487  -0.985
2 C 0.474 -1.418 0.596  -1.197
3 C 0.090 -0.011 0.855  0.651
4 N -0.124 0.783 -2.071  -0.772
5 S 0.972 1.032 2.007  -0.058
6 H -1.876 -0.403 0.585  0.381
7 H -1.397 1.289 1.254  0.438
8 H -1.039 0.881 -0.485  0.445
9 H 1.446 -1.580 0.143  0.396
10 H 0.548 -1.946 1.522  0.413
11 H -0.347 -1.835 -0.049  0.352
12 H -0.319 -0.051 -2.549  0.227
13 H -0.260 1.567 -2.686  0.231
14 H 0.774 0.703 -1.685  0.243
15 H 2.248 0.527 2.077  0.235

=====

total charge of number 1 (C15H19BBaF5O15)? 0

=====

Which formula does entry 5 have? C14H25Cl2O3PV

=====

Which of these has the highest total charge? C14H25Cl2O3PV